This record from OMol25 describes a structure of composition C25H17ClIN3O4Rh in a non-equilibrium geometry. The level of theory is ωB97M-V/def2-TZVPD.

```
52
C25H17ClIN3O4Rh ωB97M-V/def2-TZVPD
Rh 1.11 -1.14 -0.15
N 0.11 -1.92 -1.85
C -0.99 -2.74 -1.40
C -1.90 -3.33 -2.26
C -2.96 -4.05 -1.74
C -3.14 -4.16 -0.37
C -2.23 -3.56 0.52
C -2.37 -3.59 1.93
C -1.43 -2.94 2.71
C -0.34 -2.32 2.12
N -0.17 -2.27 0.79
C -1.12 -2.86 -0.01
H -0.27 -1.05 -2.26
H 0.64 -2.40 -2.59
H -1.78 -3.23 -3.33
H -3.67 -4.51 -2.41
H -3.98 -4.70 0.03
H -3.22 -4.10 2.37
H -1.53 -2.92 3.78
H 0.42 -1.85 2.72
Cl 6.43 3.12 -0.23
C 5.15 2.10 0.25
C 4.89 1.93 1.61
C 3.88 1.10 2.04
I 3.43 0.85 4.06
C 3.06 0.39 1.10
O 2.12 -0.39 1.46
C 3.33 0.60 -0.29
N 2.51 -0.10 -1.13
C 2.68 0.09 -2.46
C 3.65 0.91 -2.98
C 4.53 1.59 -2.13
C 4.36 1.45 -0.75
H 5.49 2.47 2.32
H 2.02 -0.45 -3.12
H 3.73 1.02 -4.05
H 5.30 2.23 -2.53
O -1.01 2.95 -1.20
C -1.96 3.00 -0.26
C -2.85 4.08 -0.20
C -3.83 4.15 0.76
C -3.95 3.12 1.70
C -3.07 2.05 1.66
C -2.08 1.97 0.69
C -1.17 0.76 0.72
O -1.27 0.01 1.69
O -0.39 0.61 -0.26
H -1.04 3.74 -1.76
H -2.74 4.87 -0.93
H -4.50 4.99 0.79
H -4.71 3.17 2.46
H -3.13 1.25 2.38
```

Summary:
Energy above the lowest of the compared OMol25 structures with the same formula, charge and spin in kcal per mole: 37.3
Net charge: +1
LUMO level (alpha / beta) in eV: -3.88 / -5.79
Multiplicity: 5
<S²>: 6.054
HOMO-LUMO gap (alpha / beta) in eV: 4.67 / 4.72